1.
{"formula": "C11H33CuN16O10", "method": "ωB97M-V with the def2-TZVPD basis set", "total_charge": 1, "gap_ev": [7.2, 3.4], "s2": 0.76, "multiplicity": 2, "symbols": ["Cu", "N", "O", "O", "O", "C", "O", "N", "N", "H", "H", "H", "H", "C", "O", "N", "N", "H", "H", "H", "H", "C", "O", "N", "N", "H", "H", "H", "H", "C", "O", "N", "N", "H", "H", "H", "H", "C", "O", "N", "N", "H", "H", "H", "H", "C", "O", "N", "N", "H", "H", "H", "H", "C", "O", "N", "N", "H", "H", "H", "H", "N", "C", "C", "C", "C", "H", "H", "H", "H", "H"], "xyz": [[-2.54, -2.50, 0.64], [0.01, -0.70, -0.15], [0.53, -0.03, 0.77], [-0.35, -1.86, 0.11], [-0.07, -0.30, -1.33], [-2.82, -2.44, -2.62], [-3.04, -2.25, -1.42], [-3.45, -3.39, -3.34], [-1.90, -1.78, -3.32], [-4.08, -3.98, -2.83], [-3.39, -3.50, -4.34], [-1.21, -1.26, -2.79], [-1.66, -2.12, -4.24], [-2.94, 0.90, 0.50], [-2.73, -0.26, 0.89], [-3.53, 1.86, 1.24], [-2.57, 1.32, -0.72], [-3.66, 1.62, 2.21], [-3.80, 2.74, 0.85], [-2.61, 2.31, -0.89], [-2.22, 0.67, -1.40], [2.39, 0.63, -4.07], [1.57, 0.24, -4.89], [3.53, 1.29, -4.36], [2.25, 0.45, -2.72], [4.13, 1.68, -3.66], [3.82, 1.37, -5.32], [2.97, 0.67, -2.05], [1.40, 0.13, -2.26], [0.13, 1.28, 4.18], [0.19, 1.81, 5.29], [-1.02, 1.09, 3.55], [1.27, 0.99, 3.47], [-0.89, 0.40, 2.82], [-1.90, 1.37, 3.93], [1.16, 0.80, 2.49], [2.15, 1.35, 3.81], [-1.19, -2.41, 3.57], [-2.12, -2.28, 2.77], [0.08, -2.01, 3.38], [-1.43, -2.92, 4.79], [0.42, -1.73, 2.47], [0.74, -2.01, 4.13], [-2.39, -3.10, 5.05], [-0.69, -3.11, 5.44], [-0.55, 2.85, -4.38], [0.25, 3.69, -3.93], [-1.21, 1.98, -3.59], [-0.70, 2.69, -5.70], [-1.70, 1.29, -4.14], [-1.02, 1.89, -2.61], [-1.21, 1.96, -6.17], [0.13, 2.99, -6.19], [0.37, 3.70, -0.35], [0.03, 4.85, -0.54], [0.64, 2.79, -1.31], [0.45, 3.13, 0.90], [0.71, 3.11, -2.28], [1.13, 1.97, -1.00], [0.28, 3.67, 1.73], [0.49, 2.12, 0.87], [2.87, -1.49, 2.98], [3.60, -2.13, 3.95], [3.91, -3.42, 3.46], [3.40, -3.57, 2.20], [2.84, -2.33, 1.88], [2.70, -0.49, 3.11], [3.81, -1.57, 4.85], [4.41, -4.15, 4.08], [3.39, -4.48, 1.63], [2.43, -2.04, 0.92]], "lowdin_spin": [0.0001, 0.0000, 0.0000, 0.0007, 0.0003, 0.0000, 0.0000, 0.0000, 0.0000, 0.0000, 0.0000, 0.0000, 0.0000, 0.0000, 0.0000, 0.0000, 0.0000, 0.0000, 0.0000, 0.0000, 0.0000, 0.0000, 0.0000, 0.0000, 0.0000, 0.0000, 0.0000, 0.0000, 0.0000, 0.0000, 0.0000, 0.0000, -0.0002, 0.0000, 0.0000, 0.0000, 0.0000, 0.0005, 0.0005, 0.0073, 0.0008, 0.0022, 0.0011, 0.0000, 0.0000, 0.0000, 0.0000, 0.0000, 0.0000, 0.0000, 0.0000, 0.0000, 0.0000, 0.0000, 0.0000, 0.0000, 0.0000, 0.0000, 0.0000, 0.0000, 0.0000, 0.0415, 0.3475, 0.1361, 0.0886, 0.3471, -0.0017, 0.0129, 0.0032, -0.0002, 0.0118]}

2.
{"formula": "C11H34BeF6NO16S2", "method": "ωB97M-V with the def2-TZVPD basis set", "total_charge": 1, "gap_ev": 2.9, "symbols": ["Be", "C", "F", "F", "F", "S", "O", "O", "N", "S", "O", "O", "C", "F", "F", "F", "O", "H", "H", "O", "H", "H", "O", "H", "H", "O", "H", "H", "C", "C", "C", "O", "C", "O", "O", "H", "H", "H", "H", "H", "H", "C", "O", "H", "H", "H", "H", "C", "O", "H", "H", "H", "H", "C", "O", "H", "H", "H", "H", "C", "O", "H", "H", "H", "H", "C", "O", "H", "H", "H", "H"], "xyz": [[-2.94, -27.29, 13.17], [-3.82, -23.11, 11.69], [-2.97, -22.19, 12.14], [-4.88, -22.56, 11.14], [-3.21, -23.86, 10.77], [-4.38, -24.21, 13.14], [-3.31, -24.23, 14.10], [-5.56, -23.51, 13.60], [-4.56, -25.74, 12.52], [-6.12, -25.80, 12.08], [-6.98, -26.36, 13.13], [-6.67, -24.70, 11.33], [-5.91, -27.28, 10.86], [-5.31, -28.32, 11.50], [-7.10, -27.71, 10.49], [-5.26, -26.85, 9.80], [-2.60, -28.03, 10.86], [-2.58, -27.40, 10.10], [-3.19, -28.75, 10.58], [-5.04, -28.14, 14.47], [-5.69, -28.70, 14.02], [-5.28, -28.18, 15.41], [-2.30, -26.28, 8.86], [-3.12, -26.32, 8.35], [-1.89, -25.44, 8.59], [-5.47, -23.05, 16.35], [-5.62, -23.60, 15.58], [-4.76, -22.46, 16.09], [0.99, -21.89, 10.33], [-0.53, -21.97, 10.04], [-1.01, -20.96, 9.01], [-1.59, -21.82, 8.02], [-1.19, -23.08, 8.17], [-1.23, -23.93, 7.32], [-0.52, -23.24, 9.39], [1.38, -22.83, 10.73], [1.16, -21.07, 11.03], [1.55, -21.65, 9.43], [-1.24, -21.88, 10.86], [-0.18, -20.36, 8.66], [-1.77, -20.39, 9.55], [-9.75, -24.73, 13.81], [-8.71, -25.11, 14.72], [-10.10, -25.58, 13.21], [-10.69, -24.39, 14.26], [-9.27, -23.95, 13.21], [-7.98, -25.50, 14.23], [-9.13, -29.09, 7.66], [-7.86, -29.56, 7.25], [-9.85, -29.91, 7.76], [-9.02, -28.47, 8.55], [-9.63, -28.39, 6.97], [-7.98, -29.94, 6.37], [-3.94, -28.25, 6.89], [-4.13, -26.88, 6.60], [-3.09, -28.72, 6.41], [-3.64, -28.19, 7.94], [-4.88, -28.80, 6.81], [-3.99, -26.74, 5.66], [-8.84, -29.01, 12.72], [-7.87, -29.45, 13.65], [-9.15, -27.97, 12.88], [-8.47, -29.17, 11.71], [-9.83, -29.49, 12.74], [-8.02, -28.98, 14.47], [-6.76, -20.21, 9.17], [-6.39, -18.95, 8.63], [-5.98, -20.95, 9.36], [-7.53, -20.07, 9.92], [-7.19, -20.68, 8.28], [-6.60, -18.28, 9.29]], "mulliken_charge": [1.1813, 0.6933, -0.2504, -0.2251, -0.2042, 0.9257, -0.7189, -0.5819, 0.1875, 0.5217, -0.4066, -0.4790, 0.5546, -0.2576, -0.1305, -0.2051, -0.4470, 0.4231, 0.3120, -0.4489, 0.2832, 0.2852, -0.7812, 0.3449, 0.1347, -0.6352, 0.3957, 0.3028, -1.3645, 0.8320, -0.5169, -0.3293, 0.7826, -0.5915, -0.3375, 0.3323, 0.4132, 0.3363, -0.1048, 0.2635, 0.3941, -0.4690, -0.6037, 0.1302, 0.3000, 0.1966, 0.4781, -0.4396, -0.4580, 0.2853, 0.0653, 0.2896, 0.2739, -0.0787, -0.4709, 0.3238, -0.1905, 0.2041, 0.2737, -0.2131, -0.5591, -0.0451, 0.0770, 0.3789, 0.3522, -0.4025, -0.5241, 0.0518, 0.3092, 0.2668, 0.3139]}

3.
{"formula": "C11H34N2O4P", "method": "ωB97M-V with the def2-TZVPD basis set", "total_charge": 1, "gap_ev": 8.6, "symbols": ["C", "C", "P", "C", "N", "C", "C", "N", "C", "C", "H", "H", "H", "H", "H", "H", "H", "H", "H", "H", "H", "H", "H", "H", "H", "H", "H", "H", "C", "O", "H", "H", "H", "H", "C", "O", "H", "H", "H", "H", "C", "O", "H", "H", "H", "H", "C", "O", "H", "H", "H", "H"], "xyz": [[1.81, -2.69, 1.32], [0.69, -2.02, 0.49], [0.05, -0.54, 1.39], [1.12, 0.74, 0.65], [-1.51, -0.14, 0.69], [-2.58, -0.09, 1.67], [-3.20, -1.46, 2.00], [-2.73, -2.54, 1.05], [-2.59, -2.14, -0.39], [-1.94, -0.75, -0.56], [2.79, -2.35, 0.99], [1.78, -3.77, 1.20], [1.71, -2.45, 2.37], [1.10, -1.72, -0.49], [-0.09, -2.75, 0.28], [1.98, 0.87, 1.32], [1.48, 0.46, -0.34], [0.58, 1.68, 0.59], [-2.19, 0.33, 2.59], [-3.36, 0.58, 1.30], [-4.28, -1.44, 1.98], [-2.89, -1.78, 2.99], [-1.87, -2.96, 1.39], [-3.43, -3.27, 1.08], [-3.56, -2.21, -0.87], [-1.96, -2.89, -0.86], [-1.09, -0.82, -1.23], [-2.66, -0.09, -1.04], [4.24, 2.46, -0.67], [3.37, 2.25, -1.78], [4.66, 1.51, -0.38], [5.05, 3.14, -0.93], [3.69, 2.87, 0.18], [2.98, 3.09, -2.03], [-4.37, -1.28, -3.75], [-4.52, -2.57, -3.15], [-4.37, -0.55, -2.94], [-3.43, -1.20, -4.30], [-5.20, -1.06, -4.42], [-4.53, -3.22, -3.85], [-0.13, 3.51, -1.74], [0.91, 3.97, -2.59], [0.01, 3.98, -0.77], [-1.12, 3.79, -2.13], [-0.08, 2.43, -1.62], [0.79, 3.57, -3.45], [4.89, 1.88, 3.32], [4.78, 1.08, 2.15], [5.28, 2.85, 3.01], [3.92, 2.04, 3.81], [5.58, 1.44, 4.05], [4.44, 0.22, 2.41]], "nbo_charge": [-0.6178, -0.7401, 0.9516, -0.9667, -0.7078, -0.2417, -0.2498, -0.4953, -0.2606, -0.2448, 0.2258, 0.2232, 0.2147, 0.2337, 0.1856, 0.2552, 0.2403, 0.2524, 0.2440, 0.2102, 0.2296, 0.2342, 0.4378, 0.4431, 0.2561, 0.2316, 0.2321, 0.2109, -0.2467, -0.7496, 0.1910, 0.1670, 0.1558, 0.4811, -0.2521, -0.7454, 0.1689, 0.1705, 0.1849, 0.4782, -0.2461, -0.7268, 0.1860, 0.1675, 0.1544, 0.4706, -0.2505, -0.7262, 0.1898, 0.1596, 0.1713, 0.4595]}

| no. | E_tot (eV) | M (g/mol) |
| --- | --- | --- |
| 1 | -100894.9485 | 613.0 |
| 2 | -84570.2463 | 623.5 |
| 3 | -32409.1550 | 289.4 |